Here is C24H16Si as an isolated structure in a non-equilibrium geometry from OMol25. Energies are from wB97M-V/def2-TZVPD.

Properties
LUMO: 0.475 eV
highest occupied orbital energy: -0.3032 Ha
Kohn-Sham gap: 8.7 eV
charge: 0

Atoms and positions in Å:
C: -0.8859 -1.8287 4.1908
C: -3.9662 1.5831 0.7157
C: 1.9469 -1.6661 -4.1272
C: 3.0300 2.9469 -0.6714
C: 0.4196 -2.1351 3.7820
C: -3.6592 1.5205 -0.6160
C: 1.0580 -2.6213 -3.6283
C: 2.2764 3.0038 0.4826
C: -1.7263 -1.1003 3.3759
C: -3.1714 0.9633 1.6920
C: 2.2203 -0.5764 -3.3284
C: 2.7789 1.8750 -1.5252
C: 0.7638 -1.8361 2.4693
C: -2.5820 0.8640 -1.0183
C: 0.3932 -2.4759 -2.3566
C: 1.3303 2.0517 0.7511
C: -1.2917 -0.5896 2.2071
C: -2.0777 0.2893 1.2184
C: 1.5268 -0.3472 -2.1481
C: 1.8855 0.8315 -1.2539
C: -0.0366 -0.9952 1.6912
C: -1.7133 0.2820 -0.1051
C: 0.5985 -1.3699 -1.6017
C: 1.0712 0.9853 -0.0826
Si: -0.0357 -0.4321 -0.0734
H: -1.1300 -2.4580 4.9620
H: -4.8190 2.2152 1.0690
H: 2.3739 -1.8005 -5.1526
H: 3.7970 3.6640 -0.9556
H: 0.9927 -2.8371 4.3459
H: -4.2764 2.1140 -1.3708
H: 0.6593 -3.3733 -4.2471
H: 2.4041 3.8597 1.1344
H: -2.8282 -1.0293 3.6282
H: -3.4054 0.9280 2.7676
H: 3.0272 0.1228 -3.6017
H: 3.3212 1.8979 -2.4347
H: 1.7169 -2.2127 2.2391
H: -2.3339 0.7818 -2.0349
H: -0.3938 -3.1874 -2.0953
H: 0.7407 2.0924 1.7066